Entry 1:
Density functional theory data (ωB97M-V/def2-TZVPD) for a 2-piece molecular cluster, C2H9N3O overall at a distorted geometry.

Element x y z (Å)
C (1.870, 0.861, -1.277)
N (1.771, -0.246, -0.317)
C (0.622, -0.263, 0.523)
N (-0.059, -1.467, 0.657)
N (0.057, 0.887, 0.982)
H (2.006, 1.735, -0.590)
H (2.513, 0.595, -2.119)
H (0.885, 0.933, -1.766)
H (1.964, -1.109, -0.755)
H (0.353, -2.271, 0.317)
H (-0.564, -1.794, 1.457)
H (-0.808, 0.427, 1.310)
H (-4.152, 0.343, 0.104)
H (-2.946, 1.046, 0.614)
O (-3.510, 0.322, 0.857)

Calculated values
Maximum force, eV/Å: 4.054
Highest occupied orbital energy (spin up / spin down), Eh: 0.04285 / -0.17666
Multiplicity: 2
Total charge: -1
LUMO energy (spin up / spin down), eV: 3.995 / 3.982
ΔE to the lowest compared entry with this formula, charge and spin, eV: 0.925



Entry 2:
Density functional theory data (ωB97M-V/def2-TZVPD) for a 2-piece molecular cluster, C2H9N3O overall at a distorted geometry.

Element x y z (Å)
N (1.657, 0.240, -0.553)
C (2.023, -0.690, 0.311)
N (1.064, -1.209, 1.206)
H (-0.084, 0.983, -0.893)
H (2.354, 0.133, -1.351)
H (2.856, -1.401, 0.279)
H (1.341, -1.349, 2.170)
H (0.121, -0.716, 1.164)
N (-1.847, -0.573, -0.572)
C (-1.694, 0.802, 0.125)
O (-0.724, 1.546, -0.549)
H (-2.164, -1.372, -0.044)
H (-2.465, -0.457, -1.435)
H (-1.482, 0.855, 1.199)
H (-2.773, 1.077, 0.116)

Calculated values
Maximum force, eV/Å: 4.664
Highest occupied orbital energy (spin up / spin down), Eh: 0.04809 / -0.20410
Multiplicity: 2
Total charge: -1
LUMO energy (spin up / spin down), eV: 4.038 / 4.137
ΔE to the lowest compared entry with this formula, charge and spin, eV: 1.789



Entry 3:
Density functional theory data (ωB97M-V/def2-TZVPD) for one molecule with the formula C2H9N3O2 at a distorted geometry.

Element x y z (Å)
N (-1.532, 0.749, -0.707)
C (-0.342, -0.048, -0.949)
O (-0.613, -1.359, -1.406)
C (0.609, -0.011, 0.447)
N (1.863, -0.591, 0.182)
N (0.724, 1.332, 0.828)
O (-0.090, -0.846, 1.383)
H (-2.214, 0.195, -0.196)
H (-1.969, 1.008, -1.586)
H (0.249, 0.452, -1.722)
H (-0.707, -1.923, -0.625)
H (1.775, -1.510, -0.228)
H (2.538, -0.502, 0.929)
H (0.141, 2.024, 0.379)
H (0.541, 1.478, 1.821)
H (-0.974, -0.448, 1.451)

Calculated values
Maximum force, eV/Å: 3.471
SMILES: N[C@H](O)C(N)(N)O
Highest occupied orbital energy, Eh: -0.33710
Multiplicity: 1
Total charge: 0
LUMO energy, eV: 0.710
ΔE to the lowest compared entry with this formula, charge and spin, eV: 0.891



Entry 4:
Density functional theory data (ωB97M-V/def2-TZVPD) for a 3-piece molecular cluster, C2H9N4 overall at a distorted geometry.

Element x y z (Å)
C (3.270, 0.477, -0.240)
C (0.318, -0.303, 0.279)
N (4.339, 0.132, 0.096)
N (0.416, -1.184, -0.677)
N (-0.506, 0.743, 0.333)
N (-3.152, 0.410, -0.041)
H (0.849, -0.485, 1.090)
H (5.279, -0.058, 0.242)
H (-0.163, -1.127, -1.455)
H (0.954, -2.065, -0.522)
H (-0.437, 1.589, 0.928)
H (-0.908, 0.886, -0.561)
H (-3.454, 1.219, 0.409)
H (-2.821, -0.257, 0.668)
H (-3.984, 0.023, -0.549)

Calculated values
Maximum force, eV/Å: 4.530
Highest occupied orbital energy, Eh: -0.50640
Multiplicity: 1
Total charge: +1
LUMO energy, eV: -3.337
ΔE to the lowest compared entry with this formula, charge and spin, eV: 2.119



Entry 5:
Density functional theory data (ωB97M-V/def2-TZVPD) for a 2-piece molecular cluster, C2H9N4 overall at a distorted geometry.

Element x y z (Å)
C (0.067, -0.228, 1.371)
C (0.578, 0.209, -1.623)
N (-0.649, -0.001, 2.489)
N (0.709, -1.407, 1.283)
N (-0.322, 0.815, -2.357)
N (0.115, 0.627, 0.393)
H (0.486, -0.856, -1.492)
H (1.550, 0.665, -1.526)
H (-0.532, -0.583, 3.303)
H (-1.107, 0.882, 2.623)
H (0.727, -2.017, 2.079)
H (1.389, -1.559, 0.561)
H (-1.217, 0.385, -2.546)
H (-0.236, 1.794, -2.590)
H (-0.406, 1.481, 0.491)

Calculated values
Maximum force, eV/Å: 1.735
Highest occupied orbital energy, Eh: -0.50154
Multiplicity: 1
Total charge: +1
LUMO energy, eV: -2.995
ΔE to the lowest compared entry with this formula, charge and spin, eV: 0.564



Entry 6:
Density functional theory data (ωB97M-V/def2-TZVPD) for an isolated ion of composition C2H9N4O and charge +1 at a distorted geometry.

Element x y z (Å)
C (-2.709, -1.342, 0.312)
O (-1.395, -1.020, 0.045)
N (-1.210, 0.256, 0.496)
C (0.224, 0.545, 0.236)
N (0.743, 1.914, 0.406)
N (1.042, -0.343, -0.338)
N (2.328, 0.121, -0.685)
H (-2.945, -2.258, -0.236)
H (-3.447, -0.740, -0.231)
H (-2.927, -1.354, 1.434)
H (1.476, 1.986, -0.276)
H (-0.091, 2.505, 0.080)
H (0.859, 2.191, 1.358)
H (0.639, -1.284, -0.434)
H (2.325, -0.307, -1.667)
H (3.117, -0.443, -0.244)

Calculated values
Maximum force, eV/Å: 8.074
SMILES: CO/N=C(/[NH3+])NN
Highest occupied orbital energy, Eh: -0.45249
Multiplicity: 1
Total charge: +1
LUMO energy, eV: -3.633
ΔE to the lowest compared entry with this formula, charge and spin, eV: 6.670



Entry 7:
Density functional theory data (ωB97M-V/def2-TZVPD) for a 2-piece molecular cluster, C2H9NO overall at a distorted geometry.

Element x y z (Å)
N (1.629, -1.057, 1.123)
C (0.308, -0.634, 0.764)
O (-0.337, -0.007, 2.068)
H (2.320, -1.281, 0.434)
H (2.066, -0.846, 2.064)
H (0.141, 0.167, 0.021)
H (-0.293, -1.450, 0.311)
H (0.261, -0.397, 2.746)
C (-1.254, 1.055, -1.980)
H (-0.119, 1.199, -1.918)
H (-1.534, 1.082, -0.846)
H (-1.578, 0.190, -2.327)
H (-1.610, 1.980, -2.461)

Calculated values
Maximum force, eV/Å: 7.313
SMILES: NCO.C
Highest occupied orbital energy, Eh: -0.33749
Multiplicity: 1
Total charge: 0
LUMO energy, eV: 0.981
ΔE to the lowest compared entry with this formula, charge and spin, eV: 1.819



Entry 8:
Density functional theory data (ωB97M-V/def2-TZVPD) for a 2-piece molecular cluster, C2H9NO2 overall.

Element x y z (Å)
C (0.803, -1.003, 1.189)
N (1.270, -0.417, -0.056)
C (1.027, 0.967, -0.251)
O (-0.376, 1.308, -0.161)
H (1.421, -0.660, 2.021)
H (0.864, -2.081, 1.082)
H (-0.196, -0.703, 1.525)
H (0.971, -0.966, -0.850)
H (1.529, 1.474, 0.549)
H (1.369, 1.327, -1.211)
H (-0.463, 2.080, 0.403)
O (-2.326, -0.760, -0.772)
H (-2.214, -0.002, -0.174)
H (-1.436, -1.126, -0.716)

Calculated values
Maximum force, eV/Å: 0.917
SMILES: CNCO.O
Highest occupied orbital energy, Eh: -0.35127
Multiplicity: 1
Total charge: 0
LUMO energy, eV: 0.727
ΔE to the lowest compared entry with this formula, charge and spin, eV: 0.258



Entry 9:
Density functional theory data (ωB97M-V/def2-TZVPD) for a 3-piece molecular cluster, C2H9NO2 overall at a distorted geometry.

Element x y z (Å)
C (-1.245, 0.375, -0.643)
C (-1.877, 2.079, -2.328)
N (-1.956, 1.024, -1.677)
H (-0.971, 1.088, 0.150)
H (-0.417, -0.266, -0.937)
H (-1.973, -0.193, -0.044)
H (-2.607, 2.257, -3.123)
H (-1.091, 2.814, -2.143)
H (1.504, -2.775, 2.513)
H (2.193, -3.905, 1.799)
O (1.940, -3.616, 2.683)
H (2.774, 1.399, 1.206)
H (1.229, 1.025, 1.027)
O (2.136, 0.708, 1.013)

Calculated values
Maximum force, eV/Å: 1.920
Highest occupied orbital energy (spin up / spin down), Eh: -0.49483 / -0.49483
Multiplicity: 2
Total charge: +1
LUMO energy (spin up / spin down), eV: -5.696 / -8.932
ΔE to the lowest compared entry with this formula, charge and spin, eV: 2.256



Entry 10:
Density functional theory data (ωB97M-V/def2-TZVPD) for a 3-piece molecular cluster, C2H9NO3 overall at a distorted geometry.

Element x y z (Å)
C (-1.880, -0.470, 0.515)
N (-1.218, 0.694, 0.833)
C (0.004, 0.815, 0.149)
O (-2.679, -0.334, -0.723)
H (-2.596, -0.868, 1.236)
H (-1.244, -1.322, 0.221)
H (0.830, 0.356, 0.747)
H (0.037, 0.381, -0.857)
H (0.127, 1.905, 0.110)
H (-3.213, 0.476, -0.690)
H (3.640, 1.410, -0.380)
O (2.851, 0.868, -0.494)
H (2.797, -1.896, 0.046)
H (2.256, -0.457, -0.362)
O (1.993, -1.393, -0.047)

Calculated values
Maximum force, eV/Å: 4.523
Highest occupied orbital energy, Eh: -0.31629
Multiplicity: 1
Total charge: 0
LUMO energy, eV: -4.569
ΔE to the lowest compared entry with this formula, charge and spin, eV: 8.385